66
Properties=species:S:1:pos:R:3:forces:R:3:nbo_charge:R:1 method="wB97M-V/def2-TZVPD" gap_ev=7.82 e_homo_ev=-8.57 spin_multiplicity=1
Li -1.273 -1.690 0.317 0.9501 0.8710 -0.2295 0.8321
C 2.251 -1.853 -1.029 0.0658 0.0298 -0.0304 -0.9437
P 1.156 -0.923 0.093 -0.0491 -0.0074 0.0631 0.7500
C 1.608 0.821 -0.340 -0.1478 -0.0844 0.0040 -0.1152
N 2.832 1.044 -0.735 0.1048 0.0442 -0.0661 -0.4199
C 3.191 2.326 -1.011 0.1155 -0.0874 -0.0317 0.1763
C 4.508 2.605 -1.449 -0.0544 -0.0088 0.0154 -0.2005
C 4.873 3.893 -1.707 -0.0504 0.0741 0.0139 -0.2006
C 3.948 4.954 -1.538 0.0699 -0.0564 -0.0186 -0.1989
C 2.675 4.705 -1.117 -0.0275 -0.0502 0.0028 -0.1814
C 2.273 3.375 -0.849 -0.0701 0.1288 0.0143 0.0760
N 0.995 3.125 -0.462 0.0567 0.0828 0.0050 -0.4140
C 0.646 1.887 -0.232 -0.0494 -0.0981 -0.0066 0.0039
P -1.121 1.528 0.233 0.1014 -0.0425 0.1489 0.7810
C -1.478 3.070 1.154 -0.0149 0.0562 -0.0329 -0.9449
C -1.993 1.792 -1.401 0.0154 -0.0316 -0.0489 -0.3005
C -1.787 3.163 -2.038 0.0078 0.0387 0.0030 -0.6209
C -1.498 0.702 -2.354 -0.0033 -0.0353 -0.0345 -0.6129
C -3.486 1.582 -1.127 -0.0093 0.0357 -0.0662 -0.6177
C 1.952 -1.121 1.773 -0.0013 0.0602 -0.0288 -0.2919
C 3.470 -0.962 1.752 0.0494 0.0053 0.0162 -0.6249
C 1.333 -0.081 2.712 0.0134 0.0638 -0.0105 -0.6197
C 1.585 -2.524 2.266 0.0175 -0.0158 0.0590 -0.6178
H 3.278 -1.496 -0.987 -0.0325 -0.0201 -0.0124 0.2452
H 1.877 -1.744 -2.048 -0.0080 -0.0016 0.0041 0.2460
H 2.202 -2.910 -0.770 -0.0014 -0.0115 0.0089 0.2436
H 5.194 1.777 -1.567 0.0089 -0.0174 -0.0005 0.2260
H 5.878 4.113 -2.043 0.0137 0.0121 -0.0054 0.2202
H 4.259 5.968 -1.750 0.0092 0.0044 0.0016 0.2203
H 1.947 5.495 -0.987 -0.0098 0.0075 0.0104 0.2277
H -1.149 3.957 0.614 -0.0068 -0.0238 0.0304 0.2415
H -0.964 3.027 2.114 0.0112 -0.0004 0.0066 0.2391
H -2.547 3.127 1.352 -0.0403 -0.0055 0.0115 0.2375
H -0.735 3.408 -2.181 -0.0186 -0.0367 -0.0145 0.2215
H -2.238 3.955 -1.438 0.0131 0.0037 0.0188 0.2106
H -2.277 3.175 -3.015 -0.0159 0.0111 -0.0126 0.2095
H -0.432 0.805 -2.574 0.0071 0.0009 -0.0035 0.2075
H -2.038 0.770 -3.302 -0.0036 0.0105 -0.0181 0.2188
H -1.673 -0.303 -1.960 0.0122 -0.0015 0.0341 0.2078
H -3.883 2.343 -0.453 0.0005 0.0033 0.0229 0.2083
H -3.692 0.602 -0.698 0.0042 -0.0712 0.0487 0.2283
H -4.038 1.662 -2.067 -0.0147 -0.0094 -0.0125 0.2137
H 3.791 -0.050 1.246 -0.0418 -0.0184 0.0395 0.2255
H 3.954 -1.807 1.262 0.0003 -0.0073 -0.0285 0.2116
H 3.838 -0.925 2.781 0.0209 -0.0271 0.0250 0.2119
H 1.609 0.937 2.426 0.0141 -0.0026 -0.0028 0.2096
H 1.702 -0.250 3.726 -0.0124 -0.0011 0.0192 0.2174
H 0.243 -0.143 2.734 -0.0188 -0.0251 -0.0197 0.2187
H 1.940 -3.305 1.592 0.0067 -0.0033 -0.0250 0.2141
H 0.508 -2.655 2.391 -0.0146 0.0193 -0.0220 0.2195
H 2.053 -2.694 3.239 -0.0023 -0.0127 0.0170 0.2170
F -4.896 -4.231 2.549 0.0036 0.0705 -0.0226 -0.3025
C -4.296 -3.045 2.532 -0.0997 -0.0838 0.0243 0.7320
F -5.091 -2.145 3.104 0.0100 0.0183 -0.0191 -0.3039
F -3.169 -3.119 3.228 0.0950 -0.0130 -0.0358 -0.3014
S -3.980 -2.525 0.779 0.1714 0.0816 -0.1483 2.2462
O -2.920 -1.515 0.912 -0.9364 -0.3345 0.1999 -1.0398
O -5.248 -2.110 0.289 0.0639 0.0345 0.0170 -0.8853
N -3.473 -3.810 0.021 0.1793 -0.0047 0.1694 -1.1962
S -1.927 -4.139 0.015 -0.0641 -0.1645 0.0610 2.2019
O -1.356 -4.440 1.300 -0.0871 -0.0304 -0.1680 -0.9153
O -1.152 -3.197 -0.793 -0.2950 -0.3836 0.0962 -0.9990
C -1.952 -5.707 -0.948 0.0544 -0.1168 -0.1028 0.7483
F -2.410 -5.507 -2.175 -0.0186 0.0766 -0.0254 -0.2969
F -2.702 -6.616 -0.343 0.0205 0.0489 0.0670 -0.2950
F -0.696 -6.151 -1.020 -0.0679 0.0525 0.0250 -0.3053

62
Properties=species:S:1:pos:R:3:forces:R:3:nbo_charge:R:1 method="wB97M-V/def2-TZVPD" gap_ev=4.01 total_charge=-2 e_homo_ev=-0.34 spin_multiplicity=1 de_lowest_ev=0.007
Pd 0.951 0.050 0.168 -0.0183 -0.0554 -0.0087 0.3479
S -4.313 -5.504 1.760 0.0175 0.0122 0.0021 -0.3202
C -2.896 -4.601 1.884 -0.0299 -0.0174 0.0214 -0.5824
S -1.928 -4.134 0.560 -0.0048 -0.0105 -0.0398 0.4426
C -0.655 -3.256 1.387 -0.0086 0.0231 0.0368 -0.4464
C -0.788 -3.204 2.746 0.0404 0.0294 0.0163 -0.3912
S 0.191 -2.449 3.956 -0.0151 -0.0120 -0.0269 -0.4954
S -2.226 -4.028 3.347 -0.0155 -0.0114 -0.0076 0.4603
S 0.587 -2.612 0.345 0.0300 0.0058 0.0002 -0.5393
C 2.981 -1.634 -2.223 -0.0421 -0.0325 -0.0867 -0.4096
N 1.711 -1.922 -2.842 -0.0342 -0.0046 0.0604 -0.4393
C 1.261 -3.299 -2.900 0.0358 0.0436 -0.0050 -0.2247
C -0.236 -3.154 -3.183 -0.0202 0.0337 -0.0268 -0.2071
N -0.520 -1.739 -2.972 -0.0516 0.0327 -0.0289 -0.4556
C -1.767 -1.405 -2.298 0.0540 0.0082 0.0575 -0.4313
C 0.645 -1.051 -2.689 0.0974 -0.1089 -0.0071 0.6613
N 0.839 0.186 -2.402 -0.0374 0.0876 0.0291 -0.6493
C -0.149 1.198 -2.714 0.0236 0.0196 0.0323 -0.2131
C -0.440 2.116 -1.531 -0.0323 -0.0056 -0.0457 -0.2318
N -1.081 1.370 -0.470 0.0518 -0.0133 -0.0094 -0.6432
C -1.297 1.880 0.692 -0.0005 0.0000 -0.0159 0.6357
N -1.914 1.166 1.695 -0.0189 0.0142 -0.0298 -0.4239
C -1.937 -0.286 1.676 0.0439 -0.0070 0.0142 -0.4276
C -1.642 1.804 2.970 0.0107 -0.0063 -0.0180 -0.2186
C -1.483 3.256 2.554 -0.0078 -0.0191 0.0217 -0.2112
N -0.997 3.151 1.185 -0.0014 0.0012 0.0041 -0.4477
C -1.151 4.356 0.404 0.0018 0.0221 -0.0022 -0.3998
H 3.781 -2.119 -2.792 0.0066 0.0085 0.0204 0.1721
H 3.004 -1.994 -1.186 -0.0096 0.0386 -0.0184 0.2116
H 3.125 -0.556 -2.232 0.0159 0.0087 0.0279 0.2354
H 1.429 -3.804 -1.945 0.0028 -0.0101 -0.0036 0.2295
H 1.782 -3.830 -3.704 0.0095 -0.0279 0.0222 0.1670
H -0.822 -3.753 -2.485 0.0145 -0.0189 -0.0109 0.2151
H -0.489 -3.453 -4.207 -0.0138 -0.0124 0.0034 0.1652
H -2.107 -2.273 -1.729 -0.0321 0.0113 -0.0170 0.2120
H -2.546 -1.111 -3.009 -0.0121 -0.0253 -0.0180 0.1671
H -1.609 -0.596 -1.588 0.0018 -0.0003 -0.0001 0.2616
H -1.094 0.802 -3.099 -0.0156 -0.0035 0.0100 0.1714
H 0.266 1.833 -3.510 0.0077 -0.0022 -0.0036 0.1671
H -1.080 2.927 -1.909 0.0033 0.0018 -0.0044 0.1593
H 0.513 2.553 -1.198 -0.0013 0.0049 0.0088 0.1935
H -2.860 -0.642 2.139 0.0059 -0.0071 0.0110 0.1923
H -1.085 -0.692 2.229 -0.0090 -0.0113 0.0063 0.2389
H -1.877 -0.642 0.652 -0.0680 0.0216 0.0066 0.2338
H -0.719 1.414 3.410 -0.0002 0.0010 0.0011 0.2209
H -2.466 1.645 3.669 -0.0011 0.0076 0.0052 0.1896
H -0.770 3.801 3.173 0.0042 0.0041 -0.0020 0.2124
H -2.452 3.780 2.572 -0.0019 -0.0007 -0.0049 0.1551
H -0.848 5.196 1.030 0.0012 -0.0010 -0.0013 0.2042
H -2.194 4.518 0.088 -0.0018 -0.0106 0.0014 0.1607
H -0.512 4.359 -0.472 0.0020 -0.0019 0.0037 0.2153
I 2.215 4.764 2.399 -0.0042 0.0153 0.0060 -0.0373
C 2.402 2.709 1.811 0.0079 -0.0111 -0.0051 0.1352
C 3.265 2.436 0.758 0.0082 0.0030 -0.0154 -0.3792
C 3.415 1.092 0.425 -0.0412 -0.0049 0.0235 -0.1953
C 2.772 0.086 1.176 0.0665 -0.0491 -0.0590 -0.3334
C 1.801 0.529 2.125 -0.0057 0.0469 0.0522 -0.0809
N 1.681 1.854 2.464 -0.0340 0.0004 0.0083 -0.5184
H 3.777 3.222 0.224 0.0037 -0.0053 -0.0038 0.2099
H 4.102 0.812 -0.366 0.0096 -0.0007 0.0014 0.2062
H 3.113 -0.943 1.176 0.0004 0.0033 0.0074 0.2445
H 1.342 -0.181 2.806 0.0120 -0.0025 0.0031 0.2585

52
Properties=species:S:1:pos:R:3:forces:R:3:nbo_charge:R:1 method="wB97M-V/def2-TZVPD" gap_ev="4.90 / 4.22" total_charge=+2 e_homo_ev="-13.72 / -13.70" spin_multiplicity=3 de_lowest_ev=0.473 s_squared=2.021
C -2.698 1.318 2.784 0.3895 -1.8728 0.9404 -0.2205
C -2.797 0.169 1.912 0.0047 -0.1427 0.7247 -0.2549
C -1.772 -0.775 2.289 -0.2983 -0.3896 0.8830 -0.2718
H -3.630 -0.027 1.239 0.4142 0.1485 -0.1201 0.3012
C -0.995 -0.165 3.336 -0.9852 -0.4698 0.1288 -0.2918
C -1.616 1.081 3.676 -1.3086 -0.6442 0.4725 -0.1858
H -1.464 1.627 4.620 0.4100 0.0464 -0.8833 0.2795
H -3.461 2.083 2.892 0.3831 0.1303 -0.2928 0.2771
H -1.708 -1.817 1.995 0.1214 0.3200 -0.1515 0.3127
H -0.218 -0.674 3.905 -0.0309 0.2202 -0.2438 0.2949
Mo -0.786 0.949 1.404 0.1456 2.7706 1.4403 0.9362
C 3.258 1.545 -1.494 -0.0575 -0.1063 0.0080 -0.8658
H 3.526 0.510 -1.296 -0.3443 -0.1031 0.0561 0.2282
H 3.234 2.118 -0.566 -0.3405 -0.0408 0.0136 0.1913
H 2.372 1.655 -2.130 0.0482 -0.0567 0.5237 0.2050
Si -0.335 -0.687 -0.461 -0.0168 -2.9927 -2.8463 0.8589
C -0.459 -0.769 -2.428 -0.4935 0.7277 0.0974 -0.3979
C -1.562 -1.502 -2.916 -0.1433 0.1992 -0.1707 -0.2299
H -2.302 -1.884 -2.218 -0.0105 0.1092 -0.1104 0.2183
C -1.720 -1.791 -4.279 0.4067 0.2776 0.2325 -0.1999
H -2.589 -2.359 -4.609 0.2264 0.1174 0.0975 0.2372
C -0.778 -1.327 -5.210 -0.0881 -0.0513 0.5404 -0.1689
H -0.936 -1.519 -6.277 0.1796 0.1154 0.4384 0.2402
C 0.348 -0.634 -4.748 -0.4008 -0.1642 0.7213 -0.2134
H 1.083 -0.298 -5.479 -0.0264 -0.0173 0.3602 0.2360
C 0.506 -0.365 -3.361 -0.2895 -0.0236 -1.0376 -0.1552
H 1.400 0.163 -3.069 0.0123 0.0320 0.1387 0.2054
C 0.832 -2.190 -0.348 1.3177 -0.3428 0.8343 -0.3337
C 0.900 -3.203 -1.339 -0.3130 0.1676 -0.2124 -0.2301
H 0.332 -3.095 -2.269 0.1901 -0.0984 0.4434 0.2312
C 1.677 -4.361 -1.183 -0.1910 0.5896 0.0074 -0.1807
H 1.673 -5.115 -1.972 -0.0020 0.2661 0.2403 0.2374
C 2.453 -4.529 -0.041 -0.2856 0.2190 0.1917 -0.1747
H 3.048 -5.434 0.092 -0.1302 0.3203 0.0077 0.2393
C 2.428 -3.533 0.939 0.1953 0.0609 0.2013 -0.2107
H 3.022 -3.662 1.848 -0.1548 0.1022 -0.3371 0.2289
C 1.657 -2.377 0.776 -0.1402 -0.1180 0.2496 -0.2534
H 1.682 -1.596 1.558 0.0678 -0.4894 -0.2945 0.1731
H -1.552 -1.523 -0.079 -0.1824 0.7816 -0.3653 -0.1197
H 4.069 1.948 -2.056 0.6929 0.3867 -0.4779 0.2449
N 0.412 2.409 2.659 0.4791 -0.1552 -0.4695 -0.7739
C -0.190 3.764 2.908 0.0837 0.2608 -0.0877 -0.2410
C -0.790 4.217 1.595 -0.1554 -0.1654 -0.3407 -0.2417
N -1.574 3.052 1.025 -0.4462 0.6667 -1.2941 -0.8227
H 1.230 2.534 2.050 0.0848 0.1915 0.3592 0.4139
H 0.766 2.017 3.536 0.0221 0.1070 -0.3058 0.4307
H -0.975 3.721 3.685 0.5565 -0.2557 -0.3064 0.2260
H 0.590 4.476 3.228 -0.3402 -0.3554 0.0001 0.2571
H -1.454 5.089 1.756 0.4681 -0.4462 -0.2837 0.2547
H -0.009 4.460 0.858 -0.2474 0.1010 0.3171 0.2303
H -1.562 3.095 0.000 -0.0480 0.4255 0.1713 0.4277
H -2.562 3.212 1.262 0.5704 -0.3592 -0.2093 0.4207

52
Properties=species:S:1:pos:R:3:forces:R:3:nbo_charge:R:1 method="wB97M-V/def2-TZVPD" gap_ev=9.50 e_homo_ev=-8.89 smiles="CC(C)(C)c1ccc(C(=O)N2CCC(C(=O)NC3CC3)CC2)cc1" spin_multiplicity=1 de_lowest_ev=1.371
C 6.316 0.920 -1.005 -0.1040 0.0592 0.1249 -0.5940
C 5.306 1.415 0.041 0.1636 0.1296 0.0141 -0.0819
C 6.002 1.430 1.405 -0.1464 -0.0275 -0.2178 -0.6047
C 4.874 2.850 -0.292 0.0586 -0.1641 0.0454 -0.5935
C 4.085 0.509 0.014 -0.0047 -0.0207 0.0692 -0.0286
C 3.345 0.391 -1.161 -0.0373 -0.0171 -0.0286 -0.1562
C 2.226 -0.415 -1.233 -0.0370 -0.0671 0.0841 -0.2176
C 1.810 -1.138 -0.121 0.3185 -0.0404 0.0443 -0.1332
C 0.651 -2.082 -0.201 0.0517 0.0470 -0.0744 0.6652
O 0.811 -3.286 -0.098 0.1403 -0.1908 0.1481 -0.6202
N -0.560 -1.525 -0.437 -0.1287 -0.0153 -0.1646 -0.4328
C -0.871 -0.124 -0.304 0.0490 0.4619 0.2837 -0.2230
C -1.647 0.112 0.996 -0.0125 0.0244 -0.1915 -0.4004
C -2.933 -0.728 1.016 0.0590 -0.1783 0.0215 -0.3013
C -3.931 -0.173 0.000 0.1236 0.0739 0.6561 0.6859
O -4.149 -0.657 -1.090 -0.0636 -0.2220 -0.3963 -0.6357
N -4.554 0.949 0.434 -0.1670 0.3687 0.2376 -0.6075
C -5.506 1.661 -0.355 -0.0974 0.0620 -0.1676 -0.0649
C -5.559 3.156 -0.284 0.0854 0.0610 -0.1473 -0.4292
C -6.667 2.332 0.310 -0.1236 -0.1130 -0.0159 -0.4277
C -2.596 -2.199 0.748 -0.0781 0.1623 -0.2091 -0.4034
C -1.739 -2.363 -0.508 -0.1619 -0.5127 -0.0601 -0.2383
C 2.549 -1.045 1.048 -0.2287 -0.0942 -0.1080 -0.1870
C 3.663 -0.226 1.116 0.0474 0.0623 -0.0167 -0.1716
H 5.899 0.955 -2.007 -0.0248 -0.0093 -0.1319 0.2066
H 7.209 1.541 -0.986 0.1122 0.0770 -0.0169 0.2064
H 6.604 -0.107 -0.792 0.0581 -0.1077 -0.0094 0.2135
H 5.333 1.795 2.182 -0.0459 0.0114 0.1348 0.2088
H 6.355 0.438 1.674 0.0428 -0.1039 0.0976 0.2108
H 6.863 2.093 1.364 0.0724 0.0565 -0.0078 0.2121
H 4.426 2.911 -1.280 -0.0601 0.0356 -0.1137 0.2063
H 4.144 3.201 0.436 -0.0765 0.0686 0.0578 0.2101
H 5.734 3.515 -0.266 0.1024 0.0950 -0.0110 0.2069
H 3.643 0.935 -2.045 0.0583 0.0640 -0.0851 0.2006
H 1.676 -0.495 -2.160 -0.0653 0.0112 -0.0890 0.2179
H 0.046 0.466 -0.302 -0.1886 -0.0406 -0.0530 0.2295
H -1.487 0.177 -1.158 0.0965 0.0436 -0.0045 0.2037
H -1.877 1.175 1.094 0.0238 0.0199 0.0503 0.2084
H -1.017 -0.182 1.839 0.0206 0.0376 0.0192 0.2109
H -3.393 -0.649 2.009 0.0177 0.0313 -0.0903 0.2155
H -4.359 1.312 1.354 0.0875 -0.1771 -0.0452 0.3916
H -5.650 1.167 -1.307 -0.0623 0.1180 0.0520 0.2478
H -5.752 3.707 -1.190 -0.0369 0.0223 -0.0985 0.2213
H -4.883 3.656 0.394 0.0789 -0.0272 0.1039 0.2101
H -7.624 2.316 -0.187 -0.0712 -0.0080 -0.0795 0.2218
H -6.736 2.280 1.386 0.0723 -0.0275 0.1075 0.2105
H -3.516 -2.771 0.626 0.0023 -0.0535 0.0412 0.2243
H -2.050 -2.597 1.607 -0.0108 -0.0239 0.0161 0.2106
H -1.405 -3.397 -0.605 -0.0729 0.1431 -0.0227 0.2446
H -2.321 -2.078 -1.387 0.0899 -0.0628 0.0879 0.2253
H 2.249 -1.620 1.912 -0.0165 -0.0805 0.0723 0.2182
H 4.203 -0.179 2.047 0.0901 0.0375 0.0871 0.2076